No. 1
{"formula": "C9H21O2P", "method": "ωB97M-V/def2-TZVPD", "elements": ["C", "C", "C", "C", "C", "C", "C", "C", "C", "O", "O", "P", "H", "H", "H", "H", "H", "H", "H", "H", "H", "H", "H", "H", "H", "H", "H", "H", "H", "H", "H", "H", "H"], "xyz": [[-1.376, 0.964, -2.909], [0.585, -1.258, 2.217], [1.029, 1.824, -0.181], [-1.076, 1.246, 1.049], [1.138, 1.453, 2.318], [0.645, -2.962, -0.802], [-1.270, -0.539, -2.608], [0.720, -0.456, 0.929], [0.475, 1.013, 0.995], [-1.794, -1.699, 0.090], [-0.232, -0.576, -1.593], [-0.388, -1.388, -0.265], [-1.404, 1.733, -2.026], [-0.614, 1.249, -3.566], [-2.176, 1.187, -3.652], [-0.284, -0.918, 2.892], [0.213, -2.268, 2.184], [1.419, -1.405, 2.959], [2.139, 1.899, -0.119], [0.592, 2.896, -0.280], [0.988, 1.261, -1.041], [-1.434, 0.668, 1.803], [-1.242, 2.206, 1.222], [-1.419, 1.093, 0.091], [0.328, 1.677, 3.165], [1.948, 0.786, 2.691], [1.568, 2.463, 2.060], [0.296, -3.030, -1.764], [1.621, -2.634, -0.829], [0.312, -3.655, -0.093], [-1.022, -1.231, -3.456], [-2.136, -0.872, -2.158], [1.850, -0.728, 0.676]], "mulliken_charge": [-1.01, -1.47, -1.84, -2.73, -1.51, -1.41, -0.51, 0.02, 2.27, -0.80, -0.27, 0.95, 0.17, 0.35, 0.38, 0.27, 0.41, 0.37, 0.44, 0.31, 0.48, 0.44, 0.82, 0.58, 0.24, 0.31, 0.45, 0.44, 0.40, 0.43, 0.30, 0.44, 0.26], "molar_mass_g_mol": 192.24, "fmax_ev_per_a": 4.82, "relative_energy_kj_mol": 2.5, "e_tot_ev": -23056.4944, "total_charge": 0, "homo_energy_ev": -9.273}


No. 2
{"formula": "C11H18", "method": "ωB97M-V/def2-TZVPD", "elements": ["C", "C", "C", "C", "C", "C", "C", "C", "C", "C", "C", "H", "H", "H", "H", "H", "H", "H", "H", "H", "H", "H", "H", "H", "H", "H", "H", "H", "H"], "xyz": [[-1.833, 0.430, -1.072], [-2.323, -0.812, -0.801], [-3.228, -1.123, 0.080], [-3.599, -0.112, 0.940], [-3.199, 1.252, 0.742], [-2.491, 1.581, -0.385], [5.046, 0.814, -0.133], [4.144, -0.075, 0.537], [2.763, -0.059, -0.105], [1.669, -0.953, 0.361], [0.235, -0.756, -0.243], [-0.986, 0.626, -1.775], [-1.711, -1.603, -1.230], [-3.591, -2.187, 0.284], [-4.190, -0.224, 1.784], [-3.554, 2.058, 1.279], [-2.058, 2.579, -0.473], [5.262, 0.394, -1.130], [4.480, 1.738, -0.237], [5.978, 0.926, 0.550], [4.076, 0.043, 1.608], [4.509, -1.111, 0.627], [2.417, 1.020, 0.006], [2.998, -0.203, -1.139], [1.782, -0.930, 1.488], [1.871, -2.001, 0.053], [0.167, -0.958, -1.292], [-0.395, -1.556, 0.195], [-0.155, 0.263, -0.116]], "mulliken_charge": [-0.38, -0.30, -0.60, -0.34, -0.48, -0.61, -1.04, -0.59, -0.45, -0.75, -1.24, 0.64, 0.56, 0.29, 0.43, 0.43, 0.33, 0.29, 0.29, 0.30, 0.39, 0.37, 0.26, 0.29, 0.31, 0.29, 0.55, 0.35, 0.42], "molar_mass_g_mol": 150.27, "fmax_ev_per_a": 6.01, "relative_energy_kj_mol": 313.2, "e_tot_ev": -11696.0344, "total_charge": 0, "homo_energy_ev": -8.702}


No. 3
{"formula": "C16H20BFN6O5P", "method": "ωB97M-V/def2-TZVPD", "elements": ["N", "P", "N", "C", "N", "C", "N", "B", "N", "O", "N", "C", "C", "F", "H", "H", "H", "H", "H", "H", "H", "H", "H", "H", "H", "H", "C", "C", "C", "O", "C", "C", "C", "O", "H", "H", "H", "H", "C", "C", "C", "O", "C", "C", "C", "O", "H", "H", "H", "H"], "xyz": [[6.499, -3.459, -2.213], [5.217, -3.078, -2.977], [3.847, -3.898, -2.346], [2.513, -3.689, -2.311], [1.689, -4.499, -1.637], [0.502, -3.985, -1.811], [0.504, -2.892, -2.565], [-0.760, -2.071, -2.915], [-1.607, -2.406, -4.049], [-1.011, -1.075, -2.080], [1.821, -2.700, -2.899], [2.222, -1.601, -3.756], [2.591, -0.331, -3.009], [1.439, 0.385, -2.765], [6.929, -2.675, -1.740], [5.201, -3.515, -4.302], [4.853, -1.726, -2.982], [4.116, -4.747, -1.862], [-0.414, -4.368, -1.395], [-1.849, -3.394, -4.057], [-1.098, -2.285, -4.922], [-1.728, -0.513, -2.415], [1.388, -1.364, -4.413], [3.024, -1.925, -4.412], [3.296, 0.270, -3.578], [3.043, -0.577, -2.049], [-0.415, 1.147, 0.082], [0.647, 1.766, 0.587], [0.522, 3.105, 1.225], [1.493, 3.666, 1.681], [-0.831, 3.718, 1.277], [-1.889, 3.096, 0.762], [-1.760, 1.768, 0.126], [-2.710, 1.190, -0.369], [-0.369, 0.174, -0.385], [1.643, 1.340, 0.562], [-0.899, 4.687, 1.749], [-2.882, 3.526, 0.784], [-2.542, 2.170, 5.060], [-3.205, 1.458, 5.966], [-4.449, 1.976, 6.594], [-5.051, 1.327, 7.417], [-4.922, 3.321, 6.171], [-4.257, 4.032, 5.264], [-3.018, 3.511, 4.637], [-2.412, 4.155, 3.806], [-1.633, 1.816, 4.591], [-2.879, 0.478, 6.291], [-5.828, 3.678, 6.642], [-4.581, 5.012, 4.940]], "mulliken_charge": [-0.67, 0.39, -0.28, 0.55, -0.59, -0.17, -0.03, 0.22, -0.52, -0.11, 0.23, -0.99, -0.37, -0.27, 0.26, 0.11, 0.02, 0.33, 0.46, 0.29, 0.27, 0.25, 0.26, 0.59, 0.40, 0.35, -0.15, -0.49, 0.41, -0.54, -0.41, -0.32, 0.35, -0.59, 0.46, 0.43, 0.40, 0.47, -0.31, -0.36, 0.31, -0.53, -0.38, -0.36, 0.44, -0.48, 0.44, 0.41, 0.40, 0.42], "molar_mass_g_mol": 437.16, "fmax_ev_per_a": 1.17, "e_tot_ev": -48769.9930, "total_charge": 1, "homo_energy_ev": -11.763}


No. 4
{"formula": "C4H5N3O", "method": "ωB97M-V/def2-TZVPD", "elements": ["C", "C", "C", "C", "H", "H", "H", "H", "H", "N", "N", "N", "O"], "xyz": [[1.779, -0.334, -0.335], [-0.407, 0.176, 0.301], [-1.489, -0.902, 0.465], [-1.219, 1.181, -0.291], [1.359, 2.106, -0.284], [2.663, -1.265, -0.291], [0.273, -1.274, -0.809], [0.114, 0.167, 1.430], [-2.106, -0.883, 1.568], [2.218, 0.792, 0.166], [0.390, -0.208, -0.912], [-2.033, 2.095, -0.450], [-1.543, -1.651, -0.558]], "mulliken_charge": [0.08, 0.23, 0.07, 0.04, 0.28, 0.30, 0.28, 0.39, 0.28, -0.53, -0.41, -0.49, -0.50], "molar_mass_g_mol": 111.10, "fmax_ev_per_a": 10.60, "relative_energy_kj_mol": 905.0, "e_tot_ev": -10738.2347, "total_charge": 0, "homo_energy_ev": -9.856}


No. 5
{"formula": "C22H19MoN3O3S2Se", "method": "ωB97M-V/def2-TZVPD", "elements": ["Mo", "C", "C", "N", "N", "C", "S", "S", "C", "C", "C", "C", "C", "C", "C", "C", "C", "C", "C", "C", "C", "O", "H", "H", "H", "H", "H", "H", "H", "H", "H", "H", "H", "H", "H", "H", "Se", "C", "C", "C", "N", "C", "C", "H", "H", "H", "H", "O", "C", "O", "H"], "xyz": [[-0.445, -1.752, -0.991], [-0.016, 2.556, 0.273], [-0.560, 1.170, 0.225], [0.141, 0.278, -0.490], [1.283, 0.767, -0.980], [2.020, 0.056, -1.756], [1.496, -1.565, -2.228], [3.512, 0.554, -2.412], [3.896, 2.063, -1.433], [4.792, 1.622, -0.319], [4.257, 1.003, 0.813], [5.085, 0.596, 1.841], [6.460, 0.777, 1.740], [6.999, 1.386, 0.613], [6.173, 1.791, -0.418], [-1.730, 0.819, 0.986], [-2.507, 1.745, 1.708], [-3.519, 1.337, 2.554], [-3.778, -0.017, 2.755], [-3.084, -0.962, 2.027], [-2.101, -0.553, 1.127], [-1.485, -1.392, 0.331], [1.031, 2.534, 0.577], [-0.556, 3.202, 0.950], [-0.043, 2.984, -0.731], [2.947, 2.484, -1.112], [4.403, 2.742, -2.117], [3.189, 0.849, 0.886], [4.664, 0.143, 2.725], [7.109, 0.439, 2.534], [8.063, 1.544, 0.541], [6.600, 2.247, -1.298], [-2.337, 2.802, 1.592], [-4.101, 2.076, 3.081], [-4.537, -0.328, 3.455], [-3.283, -2.018, 2.145], [-1.918, -1.301, -2.805], [-3.699, -1.509, -2.013], [-3.908, -2.441, -1.006], [-5.182, -2.493, -0.440], [-6.165, -1.723, -0.842], [-5.989, -0.888, -1.839], [-4.756, -0.738, -2.472], [-3.134, -3.137, -0.688], [-5.408, -3.189, 0.356], [-6.847, -0.313, -2.160], [-4.639, -0.047, -3.292], [0.560, -3.254, 0.416], [0.415, -4.090, -0.485], [-0.172, -3.737, -1.541], [0.806, -5.117, -0.385]], "mulliken_charge": [0.67, -1.17, 0.86, 0.35, -0.66, 0.69, -0.03, -0.01, -0.68, 0.71, 0.06, -0.73, -0.46, -0.57, -0.67, 0.32, -0.91, -0.97, -0.63, -0.59, 0.60, -0.17, 0.18, 0.45, 0.37, 0.18, 0.59, 0.29, 0.42, 0.40, 0.40, 0.38, 0.42, 0.46, 0.47, 0.59, 0.15, 0.47, -0.22, -0.47, -0.49, -0.47, -0.34, 0.54, 0.43, 0.39, 0.42, -0.46, 0.44, -0.47, 0.50], "molar_mass_g_mol": 612.45, "fmax_ev_per_a": 3.67, "e_tot_ev": -122590.7554, "total_charge": 2, "homo_energy_ev": [-13.650, -13.649]}


No. 6
{"formula": "C17H20F6FeN2O", "method": "ωB97M-V/def2-TZVPD", "elements": ["C", "C", "H", "H", "H", "H", "H", "H", "C", "C", "C", "C", "H", "H", "H", "H", "N", "C", "C", "N", "C", "C", "C", "H", "H", "C", "H", "H", "Fe", "C", "H", "H", "H", "C", "C", "O", "C", "F", "F", "F", "C", "F", "F", "F", "H", "H", "H"], "xyz": [[-0.513, -0.290, 3.911], [-1.734, 0.252, 3.239], [-0.660, -1.316, 4.147], [-0.235, 0.263, 4.815], [0.368, -0.199, 3.235], [-1.555, 0.551, 2.191], [-2.595, -0.437, 3.231], [-2.061, 1.137, 3.780], [2.650, -0.706, 0.314], [3.599, -1.367, -0.478], [3.842, -0.882, -1.764], [3.009, 0.121, -2.292], [2.339, -1.111, 1.276], [4.152, -2.217, -0.087], [4.647, -1.282, -2.369], [3.160, 0.533, -3.290], [2.049, 0.397, -0.112], [2.016, 0.678, -1.450], [1.004, 1.674, -1.854], [0.273, 2.179, -0.818], [-0.846, 2.859, -1.039], [-0.191, 3.176, -3.332], [-1.109, 3.400, -2.302], [-1.557, 2.937, -0.213], [-1.984, 4.027, -2.463], [0.848, 2.259, -3.125], [1.592, 2.067, -3.904], [-0.300, 3.673, -4.287], [1.801, 2.316, 0.368], [1.247, 2.816, 2.251], [1.088, 3.883, 2.044], [2.199, 2.698, 2.774], [0.472, 2.445, 2.850], [-2.545, -2.558, 0.892], [-1.687, -2.169, -0.298], [-0.908, -1.123, -0.138], [-0.682, -3.469, -0.504], [-1.375, -4.643, -0.600], [0.120, -3.393, -1.587], [0.126, -3.583, 0.609], [-2.677, -1.994, -1.545], [-3.598, -3.007, -1.650], [-3.406, -0.841, -1.318], [-2.068, -1.856, -2.739], [-1.955, -2.693, 1.796], [-3.123, -3.456, 0.728], [-3.237, -1.751, 1.108]], "mulliken_spin": [0.00, 0.00, 0.00, 0.00, 0.00, 0.00, 0.00, 0.00, -0.01, 0.01, -0.01, 0.02, 0.00, 0.00, 0.00, 0.00, 0.03, -0.02, -0.01, 0.05, -0.01, -0.01, 0.01, 0.00, 0.00, 0.02, 0.00, 0.00, 3.84, 0.08, 0.01, 0.01, -0.03, 0.00, 0.00, 0.01, 0.00, 0.00, 0.00, 0.00, 0.00, 0.00, 0.00, 0.00, 0.00, 0.00, 0.00], "molar_mass_g_mol": 438.19, "fmax_ev_per_a": 2.60, "relative_energy_kj_mol": 0.0, "multiplicity": 5, "e_tot_ev": -73669.4418, "s2": 6.026, "total_charge": 0, "homo_energy_ev": [-6.596, -6.597]}


No. 7
{"formula": "C23H45BrF6N6O13PS5", "method": "ωB97M-V/def2-TZVPD", "elements": ["N", "P", "N", "C", "N", "C", "C", "C", "F", "F", "F", "N", "C", "S", "N", "C", "C", "C", "C", "F", "F", "F", "N", "C", "C", "O", "Br", "H", "H", "H", "H", "H", "H", "H", "H", "H", "H", "H", "H", "H", "O", "S", "O", "O", "C", "C", "C", "H", "H", "H", "H", "H", "H", "H", "H", "O", "S", "O", "O", "C", "C", "C", "H", "H", "H", "H", "H", "H", "H", "H", "O", "S", "O", "O", "C", "C", "C", "H", "H", "H", "H", "H", "H", "H", "H", "O", "S", "O", "O", "C", "C", "C", "H", "H", "H", "H", "H", "H", "H", "H"], "xyz": [[0.896, 1.425, 2.108], [-0.298, 0.947, 1.245], [-0.249, 1.621, -0.397], [-1.175, 2.191, -1.203], [-2.466, 2.346, -0.944], [-3.318, 2.988, -1.954], [-3.645, 2.064, -3.127], [-5.008, 2.315, -3.753], [-4.864, 2.456, -5.075], [-5.828, 1.283, -3.582], [-5.606, 3.418, -3.325], [-3.089, 1.903, 0.236], [-3.928, 1.018, 0.107], [-5.110, 0.084, -0.096], [-0.665, 2.624, -2.348], [0.610, 2.295, -2.267], [1.495, 2.658, -3.405], [1.387, 4.167, -3.702], [1.763, 5.009, -2.503], [0.721, 5.223, -1.703], [2.231, 6.171, -2.902], [2.680, 4.400, -1.740], [0.903, 1.674, -1.160], [2.235, 1.164, -0.892], [2.704, 0.277, -2.062], [3.814, 0.385, -2.453], [1.478, -0.980, -2.878], [1.431, 0.621, 2.424], [-1.473, 1.393, 1.856], [-0.371, -0.456, 1.117], [-2.885, 3.932, -2.258], [-4.238, 3.253, -1.445], [-2.901, 2.065, -3.913], [-3.672, 1.048, -2.742], [1.199, 2.100, -4.287], [2.542, 2.477, -3.193], [0.383, 4.408, -4.034], [2.053, 4.365, -4.534], [2.300, 0.582, 0.020], [2.944, 1.982, -0.812], [-0.226, -4.011, -2.930], [-0.449, -5.046, -1.970], [-0.221, -4.810, -0.577], [0.355, -6.332, -2.435], [1.769, -6.204, -2.699], [2.586, -6.105, -1.434], [-2.062, -5.717, -2.177], [1.949, -5.352, -3.358], [2.053, -7.100, -3.246], [2.374, -5.182, -0.893], [3.651, -6.123, -1.666], [2.351, -6.933, -0.771], [-2.226, -5.924, -3.230], [-2.771, -4.973, -1.821], [-2.142, -6.623, -1.582], [0.348, -1.782, 3.652], [0.843, -2.139, 4.955], [2.165, -1.780, 5.355], [0.627, -3.686, 5.207], [1.199, -4.624, 4.276], [2.698, -4.745, 4.476], [-0.296, -1.569, 6.167], [0.947, -4.349, 3.252], [0.723, -5.582, 4.478], [3.209, -3.818, 4.219], [3.103, -5.535, 3.853], [2.929, -4.964, 5.519], [-1.300, -1.867, 5.878], [-0.217, -0.485, 6.202], [-0.023, -1.994, 7.129], [-7.521, 0.834, 3.575], [-7.741, 2.006, 2.786], [-6.681, 2.933, 2.529], [-8.991, 2.790, 3.363], [-8.979, 3.168, 4.758], [-8.057, 4.339, 5.033], [-8.467, 1.543, 1.249], [-8.720, 2.306, 5.375], [-10.003, 3.443, 5.001], [-7.015, 4.072, 4.863], [-8.158, 4.664, 6.068], [-8.291, 5.174, 4.372], [-9.293, 0.864, 1.436], [-7.695, 1.049, 0.661], [-8.807, 2.440, 0.736], [9.569, -0.481, -0.125], [9.469, 0.303, -1.316], [9.522, 1.729, -1.262], [8.149, -0.135, -2.102], [6.903, -0.091, -1.389], [6.393, 1.325, -1.204], [10.636, -0.269, -2.501], [7.001, -0.605, -0.430], [6.193, -0.659, -1.989], [7.050, 1.899, -0.551], [5.400, 1.317, -0.760], [6.352, 1.846, -2.161], [10.571, -1.352, -2.568], [11.622, 0.032, -2.154], [10.420, 0.196, -3.459]], "mulliken_charge": [-0.75, 0.22, -0.18, 0.80, 0.61, -0.94, -0.66, 0.85, -0.29, -0.28, -0.28, -1.18, 0.76, -0.35, -0.22, -0.29, -0.52, -1.14, 0.86, -0.26, -0.27, -0.25, 0.53, -0.08, 0.34, -0.37, -0.14, 0.31, 0.14, 0.15, 0.44, 0.51, 0.27, 0.41, 0.50, 0.31, 0.41, 0.48, 0.39, 0.15, -0.61, 1.18, -0.55, -0.27, -0.33, -0.96, -1.01, 0.31, 0.28, 0.26, 0.40, 0.27, 0.34, 0.36, 0.34, -0.56, 1.22, -0.62, -0.29, -0.29, -1.02, -1.01, 0.31, 0.26, 0.30, 0.40, 0.28, 0.32, 0.38, 0.35, -0.65, 1.25, -0.60, -0.26, -0.35, -0.98, -0.65, 0.32, 0.27, 0.29, 0.39, 0.27, 0.34, 0.06, 0.32, -0.64, 1.23, -0.61, -0.29, -0.42, -0.68, -0.94, 0.33, 0.24, 0.48, 0.02, 0.26, 0.32, 0.38, 0.32], "molar_mass_g_mol": 998.84, "fmax_ev_per_a": 2.52, "e_tot_ev": -209941.7025, "total_charge": 1, "homo_energy_ev": -12.246}


No. 8
{"formula": "H4O2", "method": "ωB97M-V/def2-TZVPD", "elements": ["H", "H", "H", "H", "O", "O"], "xyz": [[-0.766, -1.078, -1.415], [0.266, -1.508, -0.140], [0.603, 0.756, 0.953], [-0.370, 1.924, 1.155], [-0.018, -1.681, -1.057], [0.285, 1.587, 0.505]], "mulliken_charge": [0.34, 0.30, 0.31, 0.33, -0.64, -0.64], "molar_mass_g_mol": 36.03, "fmax_ev_per_a": 3.05, "relative_energy_kj_mol": 44.3, "e_tot_ev": -4159.4797, "total_charge": 0, "homo_energy_ev": -11.431}